1.
Below is a structure of composition C36H29N5S3Y, with properties calculated with ωB97M-V with the def2-TZVPD basis set.

Calculated values
E_LUMO: -3.3 eV
Total charge: +1

Each line ends with the Mulliken charge.
Positions of all 74 atoms, in Å:
Y (-0.16209, 0.01139, 0.14428)  0.61
S (1.35952, -1.36091, 4.43657)  -0.27
C (-0.29993, -1.73863, 4.38226)  -0.47
C (-0.86392, -1.43175, 3.17949)  -0.76
C (0.04202, -0.86824, 2.23246)  0.62
C (1.29873, -0.76782, 2.79263)  -0.02
C (2.48652, -0.23632, 2.14155)  0.98
C (3.68636, -0.01413, 2.82896)  -1.13
C (4.78526, 0.47316, 2.15580)  -0.48
C (4.68569, 0.73820, 0.79253)  -0.94
C (3.47691, 0.51027, 0.17738)  -0.50
N (2.39359, 0.04000, 0.81552)  0.21
H (-0.77817, -2.17383, 5.24686)  0.49
H (-1.91774, -1.59287, 2.99046)  0.42
H (3.73024, -0.22472, 3.88816)  0.43
H (5.71374, 0.64854, 2.68274)  0.45
H (5.52488, 1.11310, 0.22499)  0.45
H (3.35296, 0.69688, -0.88405)  0.56
C (-5.25043, 5.19733, -1.54808)  -0.47
C (-4.44595, 5.25313, -0.41848)  -0.71
C (-3.53155, 4.24693, -0.15323)  -0.10
C (-3.40208, 3.16204, -1.02107)  0.22
C (-4.20790, 3.12746, -2.16339)  -0.53
C (-5.13134, 4.12576, -2.42151)  -0.64
C (-2.41171, 2.07968, -0.84588)  -0.64
C (-1.81157, 1.59327, 0.25792)  0.53
C (-2.19122, 1.97214, 1.63796)  0.68
C (-1.20829, 2.29572, 2.57921)  0.09
C (-1.53223, 2.54583, 3.90287)  -0.80
C (-2.85255, 2.46953, 4.32032)  -0.51
C (-3.84135, 2.14515, 3.40004)  -0.80
C (-3.51805, 1.89875, 2.07604)  -0.19
H (-5.95867, 5.98898, -1.75422)  0.39
H (-4.53245, 6.09326, 0.25873)  0.40
H (-2.90609, 4.30699, 0.72693)  0.51
H (-4.11120, 2.29423, -2.85173)  0.39
H (-5.75106, 4.07480, -3.30769)  0.40
H (-2.14126, 1.64564, -1.81319)  -0.13
H (-0.16914, 2.37139, 2.26440)  0.37
H (-0.75453, 2.79203, 4.61494)  0.42
H (-3.10797, 2.65594, 5.35489)  0.41
H (-4.87427, 2.08768, 3.72062)  0.40
H (-4.29706, 1.63694, 1.37052)  0.46
N (0.41264, 2.14723, -7.13509)  -0.33
C (1.19577, 2.53764, -6.11939)  0.24
S (2.45555, 3.57275, -6.34849)  -0.34
C (0.89677, 1.96086, -4.77850)  1.06
C (0.15094, 0.79378, -4.61298)  -0.94
C (-0.03297, 0.27805, -3.34431)  -0.45
N (0.46143, 0.84580, -2.24227)  0.17
C (1.15029, 1.98500, -2.39740)  -0.63
C (1.38701, 2.56787, -3.62275)  -0.97
H (0.59111, 2.53024, -8.04833)  0.22
H (-0.44341, 1.63878, -6.99451)  0.18
H (-0.26348, 0.25578, -5.45392)  0.38
H (-0.59959, -0.63674, -3.20409)  0.35
H (1.52769, 2.45165, -1.49380)  0.59
H (1.94723, 3.48705, -3.70356)  0.41
N (1.94098, -2.97344, -0.58439)  -0.27
C (0.67920, -3.17949, -1.00470)  0.39
N (-0.26881, -2.28140, -0.94862)  0.32
C (-1.46583, -2.77918, -1.46250)  -0.41
C (-2.66823, -2.08186, -1.53743)  0.00
C (-3.77292, -2.71534, -2.07849)  -0.95
C (-3.69309, -4.02594, -2.54470)  -0.56
C (-2.50221, -4.73084, -2.47758)  -0.52
C (-1.39885, -4.09330, -1.93453)  0.56
S (0.22047, -4.71295, -1.70622)  -0.28
H (2.14210, -2.16683, -0.01066)  -0.04
H (2.57162, -3.75379, -0.52869)  0.26
H (-2.73384, -1.06072, -1.16757)  0.48
H (-4.71601, -2.18862, -2.13759)  0.45
H (-4.56927, -4.50417, -2.95998)  0.40
H (-2.43017, -5.74859, -2.83697)  0.42

***

2.
Below is a structure of composition C6H12O, with properties calculated with ωB97M-V with the def2-TZVPD basis set.

Calculated values
Relative energy (zero: lowest compared OMol25 entry of this formula, charge and spin): 100.92 kJ/mol
E_LUMO: 0.9 eV

Each line ends with the natural charge from an NBO analysis.
Positions of all 19 atoms, in Å:
C (1.76470, -0.27227, -1.24315)  -0.64
C (1.05908, 0.39031, -0.07643)  0.11
O (0.65401, 1.73536, -0.39549)  -0.54
C (-0.60351, 1.53605, 0.25754)  -0.05
C (-0.39691, 0.01303, 0.32099)  -0.09
C (-0.63054, -0.58993, 1.70077)  -0.61
C (-1.15431, -0.75264, -0.75733)  -0.61
H (2.81007, 0.05024, -1.29664)  0.22
H (1.74888, -1.36431, -1.15518)  0.21
H (1.27769, 0.01541, -2.17936)  0.22
H (1.71323, 0.39074, 0.81017)  0.16
H (-1.45091, 1.91130, -0.32974)  0.18
H (-0.61538, 2.00570, 1.25254)  0.16
H (-0.00540, -0.10454, 2.45917)  0.21
H (-0.43401, -1.66806, 1.73327)  0.21
H (-1.67842, -0.43673, 1.99056)  0.21
H (-0.79872, -1.78856, -0.82102)  0.21
H (-1.03332, -0.28973, -1.74239)  0.22
H (-2.22625, -0.78139, -0.52831)  0.21

***

Short version: orbital gap = 6.547 10.481 eV, in the order given.